The following is a quantum chemistry calculation of one molecule with the formula C6H8S2 in a non-equilibrium geometry, from OMol25.

* SMILES: C=CC1S[C@H]2C[C@@H]2S1
* total energy: -1029.54162 a.u.
* gap between HOMO and LUMO: 9.15 eV

```
16
C6H8S2 ωB97M-V with the def2-TZVPD basis set
H -0.643 1.544 2.515
C 0.387 1.011 0.472
H 0.947 -3.440 0.744
C -0.361 2.096 1.422
C 0.101 -2.020 -0.858
C -0.822 1.645 -0.077
C 0.776 -2.459 0.291
H -0.572 -2.428 -1.645
H -0.329 3.338 1.228
H 1.284 -1.602 1.006
C 0.157 -0.601 -1.204
H 0.208 -0.377 -2.260
S 1.520 0.448 -0.712
H -0.925 2.645 -0.830
S -1.590 0.109 -0.919
H -0.139 0.091 0.828
```



The following is a quantum chemistry calculation of C6H9BCl3F4N3O5Y as an isolated structure, from OMol25.

* total charge: -1
* total energy: -2618.36266 a.u.
* gap between HOMO and LUMO: 7.72 eV

```
32
C6H9BCl3F4N3O5Y ωB97M-V with the def2-TZVPD basis set
H 1.491 -2.147 2.043
H 1.789 -0.836 3.183
B -0.473 -3.026 -1.114
O 1.928 0.187 0.164
C 1.452 -1.062 2.171
N -0.962 1.814 1.185
F -0.188 -3.201 -2.461
F -1.478 -1.978 -0.985
H 0.855 -1.357 -2.883
C -3.297 2.367 -2.167
C -0.452 0.170 2.901
N 1.013 -0.441 -2.474
N 0.122 -0.533 1.922
C 2.461 -0.465 1.169
O -0.170 0.199 4.101
Y -0.208 -0.096 -0.303
H 1.971 -0.392 -2.138
H 0.869 0.271 -3.179
H -1.628 2.473 0.796
H -0.149 2.346 1.484
F 0.652 -2.417 -0.464
Cl -4.901 1.645 -2.219
O -1.051 1.587 -1.853
C -2.248 1.398 -1.534
H -2.417 0.565 2.030
F -0.875 -4.165 -0.488
Cl -2.817 2.871 -3.789
Cl -3.333 3.801 -1.093
C -1.535 1.117 2.363
H -1.825 1.800 3.161
O -2.656 0.569 -0.711
O 3.654 -0.635 1.329
```



The following is a quantum chemistry calculation of a 2-piece molecular cluster, C6H9BFNO3 overall in a non-equilibrium geometry, from OMol25.

* SMILES: COc1ccccn1.OB(O)F
* total energy: -639.35676 a.u.
* gap between HOMO and LUMO: 9.60 eV

```
21
C6H9BFNO3 ωB97M-V with the def2-TZVPD basis set
B -0.295 3.086 2.640
O 0.723 3.903 2.225
C -1.039 -0.724 -2.574
H 0.182 1.365 1.823
O -0.402 1.765 2.497
C 0.361 -0.424 -0.258
C 1.207 -1.570 1.594
H 0.257 -1.953 2.141
H -1.111 -2.790 -1.784
H 0.795 1.528 -0.897
O 1.077 -0.390 0.854
H -1.634 -0.858 -3.444
H -0.667 1.380 -2.958
C 0.288 0.636 -1.190
C -0.501 0.569 -2.252
F -1.170 3.682 3.423
C -0.831 -1.797 -1.702
H 1.520 -2.395 0.999
N -0.098 -1.600 -0.627
H 2.060 -1.511 2.253
H 0.583 4.746 2.494
```



The following is a quantum chemistry calculation of one molecule with the formula C6H9Br in a non-equilibrium geometry, from OMol25.

* total energy: -2807.84400 a.u.
* gap between HOMO and LUMO (spin up / spin down): 7.68 / 7.63 eV

```
16
C6H9Br ωB97M-V with the def2-TZVPD basis set
H -1.432 0.499 -0.336
H 0.628 -0.408 -0.855
C 0.583 -0.306 0.304
C 1.983 2.127 -0.257
H -1.220 -2.237 0.927
H 1.959 1.940 -1.302
C -0.946 -0.297 0.263
Br 3.434 -0.373 0.099
H 0.932 -1.192 0.724
H -3.815 -2.222 -0.101
H 1.246 2.753 0.118
C 1.810 0.646 0.363
H -3.287 -0.541 -0.521
C -3.039 -1.420 0.025
H 2.911 2.405 0.096
C -1.748 -1.374 0.451
```



The following is a quantum chemistry calculation of a 2-piece molecular cluster, C6H9Br overall in a non-equilibrium geometry, from OMol25.

* total energy: -2807.88063 a.u.
* gap between HOMO and LUMO: 9.73 eV

```
16
C6H9Br ωB97M-V with the def2-TZVPD basis set
H -1.830 1.468 0.585
C -1.291 -1.450 -0.076
C 1.630 -0.899 -0.366
C -0.983 1.387 0.082
C -0.665 -0.357 -0.974
H -2.324 -1.656 -0.343
H 2.720 -1.011 -0.399
H 1.136 1.874 -0.017
H -0.145 3.002 0.921
Br -1.704 0.000 -2.513
C 0.796 -0.444 -1.311
H -1.161 -1.084 1.003
C 0.074 2.147 0.279
H 1.127 -0.290 -2.239
H -0.879 -2.341 -0.305
H 1.188 -1.016 0.637
```



The following is a quantum chemistry calculation of one molecule with the formula C6H9Br in a non-equilibrium geometry, from OMol25.

* SMILES: C/C=C1/[C@@H](C)[C@@H]1Br
* total energy: -2807.88683 a.u.
* gap between HOMO and LUMO: 9.34 eV

```
16
C6H9Br ωB97M-V with the def2-TZVPD basis set
H -0.060 -3.221 0.535
C -0.357 -2.468 -0.225
H 0.871 2.915 -1.528
C -0.109 1.298 -0.984
H 0.557 -2.312 -0.837
H -0.108 3.197 -0.115
Br -0.104 0.365 2.886
H 1.416 2.150 -0.003
C 0.641 2.492 -0.564
C 0.438 -0.469 1.246
H -1.308 -2.738 -0.822
C -0.330 0.264 -0.230
H -0.739 1.477 -1.986
H -1.534 -1.181 1.000
C -0.694 -1.025 0.370
H 1.421 -0.742 1.258
```



The following is a quantum chemistry calculation of a 2-piece molecular cluster, C6H9BrN2O overall in a non-equilibrium geometry, from OMol25.

* total energy: -2992.53464 a.u.
* ⟨S²⟩: 2.02
* gap between HOMO and LUMO (spin up / spin down): 6.88 / 6.27 eV
* multiplicity: 3

```
19
C6H9BrN2O ωB97M-V with the def2-TZVPD basis set
Br -0.445 -3.717 -1.013
C -0.746 -1.803 -0.767
H -1.579 -2.158 1.210
C 1.072 -1.223 2.651
C -0.067 3.631 -2.169
H -0.509 3.843 -3.134
H 0.342 4.469 -1.609
N -0.051 2.454 -1.764
H -1.642 -1.568 -1.340
H 1.171 -0.231 3.070
N 1.624 -1.437 1.273
H 1.349 1.254 -0.963
H 1.156 -2.044 3.350
C 0.367 1.718 -0.731
O -0.272 1.422 0.247
C -0.911 -1.455 0.704
H 0.119 -1.297 -1.191
H -1.351 -0.453 0.785
C 0.375 -1.405 1.391
```



The following is a quantum chemistry calculation of C6H9CaCl3N3O12 as an isolated structure in a non-equilibrium geometry, from OMol25.

* total charge: -1
* total energy: -3358.74525 a.u.
* gap between HOMO and LUMO: 7.47 eV

```
34
C6H9CaCl3N3O12 ωB97M-V with the def2-TZVPD basis set
O 2.702 -1.690 2.695
O -2.675 -4.830 -0.466
H 2.641 3.073 0.287
Cl -2.265 -3.517 -0.029
Cl -0.097 -1.434 -3.879
C 1.678 1.722 -0.988
O 4.139 -2.763 1.071
C -0.214 0.442 2.825
O 0.838 -0.770 -4.749
O 0.625 -1.959 -2.681
Cl 2.760 -2.520 1.546
H 1.143 1.683 3.791
O 2.116 -1.787 0.435
Ca -0.398 -0.852 -0.427
H -0.556 1.996 4.222
H -3.666 3.767 -0.031
O -1.109 -0.528 -3.376
H 0.308 0.498 4.849
O 2.055 -3.753 1.878
O -0.809 -3.397 -0.034
C -2.442 2.038 -0.642
H -1.972 4.047 -0.600
N 0.902 0.886 -1.186
H -3.256 3.600 -1.711
O -2.597 -3.184 1.293
O -0.782 -2.458 -4.619
H 2.552 3.556 -1.480
C 0.189 1.221 4.042
H 3.587 2.260 -1.005
O -2.463 -2.343 -0.816
N -0.583 -0.082 1.876
N -2.126 0.889 -0.634
C 2.646 2.749 -0.754
C -2.872 3.441 -0.703
```



The following is a quantum chemistry calculation of C6H9CaClN3O4 as an isolated structure in a non-equilibrium geometry, from OMol25.

* total charge: +1
* total energy: -1836.56641 a.u.
* gap between HOMO and LUMO: 7.08 eV

```
24
C6H9CaClN3O4 ωB97M-V with the def2-TZVPD basis set
H -1.648 2.795 2.217
C -0.943 1.541 3.747
H -1.344 -2.737 2.050
H -2.227 3.157 3.864
N 1.455 -3.246 0.630
H 0.946 -1.898 -2.500
C -1.986 2.363 3.156
O 0.038 2.159 -1.832
H -0.211 -1.450 2.680
H 2.501 -1.827 -3.243
Cl 0.364 1.186 -0.744
Ca 0.751 2.966 -3.906
O 0.282 -0.106 -1.361
C 0.593 -2.757 1.207
H -0.910 -1.440 1.015
N 1.028 0.610 -4.402
H 1.135 -2.553 -4.157
O 1.680 1.475 -0.288
C 1.431 -1.768 -3.469
C 1.207 -0.445 -3.988
O -0.593 1.312 0.288
C -0.525 -2.054 1.836
N -0.127 0.912 4.243
H -2.898 1.805 2.958
```



The following is a quantum chemistry calculation of a 2-piece molecular cluster, C6H9Cl2NO overall in a non-equilibrium geometry, from OMol25.

* total energy: -1284.28498 a.u.
* gap between HOMO and LUMO: 8.50 eV

```
19
C6H9Cl2NO ωB97M-V with the def2-TZVPD basis set
N -0.457 -0.471 1.164
C 0.463 0.307 1.515
C 0.362 -0.424 -1.123
C -0.575 -0.929 -0.061
H 1.963 1.617 0.634
H 2.495 0.122 1.295
Cl -3.646 -1.511 -0.367
H -2.254 0.250 1.634
Cl 2.250 -1.946 -0.049
H 0.309 -1.054 -1.941
H -0.721 -2.021 0.005
H 2.733 -0.061 -1.158
C 1.749 -0.328 -0.529
O -2.826 0.605 0.937
C 1.740 0.537 0.729
H 0.178 0.602 -1.482
H -2.842 0.670 -1.067
C -2.677 -0.084 -0.246
H 0.436 0.558 2.639
```



The following is a quantum chemistry calculation of an isolated ion of composition C6H9ClN5 and charge +1 in a non-equilibrium geometry, from OMol25.

* total charge: +1
* SMILES: N[C@]1(Cl)NC(=[NH2+])Nc2cc[nH]c21
* total energy: -967.78160 a.u.
* gap between HOMO and LUMO: 9.16 eV

```
21
C6H9ClN5 ωB97M-V with the def2-TZVPD basis set
H 2.437 0.556 -0.812
C -2.946 -0.352 0.408
N -2.194 0.735 -0.064
H -3.968 -0.287 0.351
C 1.594 -0.817 0.134
H 3.640 -0.942 0.249
C -2.060 -1.316 0.829
N 0.180 2.181 -1.525
C -0.879 0.409 -0.043
N 1.517 0.380 -0.493
H -2.261 -2.223 1.262
Cl 0.541 2.559 1.089
C -0.749 -0.860 0.566
H 0.216 1.689 -2.406
C 0.248 1.391 -0.327
H 2.722 -2.378 0.536
N 0.487 -1.449 0.562
H 0.550 -2.208 1.244
H 0.817 2.963 -1.401
H -2.697 1.386 -0.597
N 2.803 -1.417 0.438
```



The following is a quantum chemistry calculation of an isolated ion of composition C6H9ClNO2 and charge +1 in a non-equilibrium geometry, from OMol25.

* total charge: +1
* total energy: -898.90222 a.u.
* gap between HOMO and LUMO: 9.40 eV

```
19
C6H9ClNO2 ωB97M-V with the def2-TZVPD basis set
N 1.336 1.139 0.344
H -1.468 -1.025 -2.188
C -1.850 -0.198 -1.585
H 1.189 -0.324 -0.828
Cl -1.912 2.301 -0.242
H -0.239 -0.278 1.904
H 2.263 -0.712 0.604
H -0.609 -1.977 -0.538
C 1.313 -0.309 0.210
O 0.844 3.369 0.697
C 0.855 2.190 0.657
H -2.925 -0.001 -1.985
C -0.941 -1.455 0.368
H 0.611 -1.752 1.738
O -1.800 -0.372 -0.081
H -1.799 -2.068 0.869
C 0.230 -0.901 1.135
C -1.058 0.716 -0.694
H -0.823 2.422 0.314
```



Q: The highest total energy belongs to which entry?
A: C6H9BFNO3